Entry 1:
# C5H11NO

One molecule with the formula C5H11NO (wB97M-V/def2-TZVPD, OMol25).

Geometry as XYZ:
```
18
Properties=species:S:1:pos:R:3
C 0.150 1.725 -0.524
C 0.678 0.310 -0.254
C 1.092 0.210 1.378
N -0.275 -0.728 -0.601
C -1.342 -0.698 0.358
C 0.162 -1.922 -1.119
O 1.185 -2.085 -1.752
H -0.657 1.963 0.177
H 0.976 2.417 -0.338
H -0.213 1.910 -1.546
H 1.544 0.112 -0.911
H 1.770 -0.632 1.532
H 1.592 1.149 1.590
H 0.420 0.126 2.275
H -2.013 0.141 0.174
H -1.899 -1.628 0.375
H -0.810 -0.498 1.289
H -0.537 -2.757 -0.904
```

Output
Gap between HOMO and LUMO = 10.3 eV
HOMO = -9.4 eV
DFT total energy = -8900.135 eV
SMILES string = CC(C)N(C)C=O
LUMO level = 0.899 eV
Relative energy (zero: lowest compared OMol25 entry of this formula, charge and spin) = 150.7 kJ/mol

Entry 2:
# C35H67AsFeI2N2O3SSi3

C35H67AsFeI2N2O3SSi3 as an isolated structure (wB97M-V/def2-TZVPD, OMol25).

Geometry as XYZ:
```
115
Properties=species:S:1:pos:R:3
Fe -2.128 1.415 0.188
I -4.090 2.925 1.103
C -4.005 4.865 0.150
I -1.889 2.282 -2.173
H -3.862 5.564 0.984
H -5.018 5.016 -0.241
C -1.111 -2.510 2.791
N -1.992 -1.816 1.872
C -3.158 -1.448 2.198
C -4.083 -0.863 1.252
C -5.380 -0.463 1.518
C -5.961 -0.039 0.308
C -5.007 -0.185 -0.665
N -3.849 -0.648 -0.107
C -1.409 -2.330 4.261
C -1.006 -1.175 4.923
C -1.308 -0.990 6.263
C -2.046 -1.945 6.951
C -2.475 -3.088 6.293
C -2.155 -3.278 4.955
H -0.100 -2.173 2.549
H -1.167 -3.575 2.538
H -3.564 -1.536 3.214
H -5.838 -0.464 2.494
H -6.952 0.360 0.174
H -5.055 0.045 -1.717
H -0.469 -0.413 4.368
H -0.976 -0.094 6.773
H -2.289 -1.798 7.996
H -3.058 -3.832 6.823
H -2.489 -4.172 4.439
C 2.507 3.331 2.286
Si 1.851 1.538 2.357
C 2.241 0.933 4.135
C 3.056 0.448 1.400
As -0.404 1.473 1.810
Si -1.176 2.841 3.536
C -2.790 2.109 4.271
C -0.166 3.156 5.136
C -1.533 4.634 2.966
H 3.579 3.400 2.491
H 1.982 3.956 3.014
H 2.321 3.760 1.299
H 3.308 1.044 4.342
H 1.992 -0.127 4.230
H 1.692 1.474 4.904
H 4.093 0.729 1.609
H 2.893 0.499 0.327
H 2.914 -0.594 1.694
H -2.627 1.726 5.282
H -3.149 1.280 3.657
H -3.588 2.852 4.312
H -0.044 2.244 5.724
H -0.693 3.885 5.755
H 0.828 3.552 4.917
H -1.498 4.699 1.876
H -0.790 5.334 3.362
H -2.522 4.974 3.281
C -1.951 -3.420 -1.927
C -3.051 -2.799 -1.066
C -4.422 -3.094 -1.673
C -2.809 -1.288 -0.931
H -2.004 -4.511 -1.878
H -0.967 -3.086 -1.598
H -2.073 -3.119 -2.971
H -2.996 -3.238 -0.067
H -4.511 -2.607 -2.649
H -5.240 -2.743 -1.040
H -4.545 -4.170 -1.821
H -2.846 -0.822 -1.917
H -1.817 -1.131 -0.512
C 3.828 -3.979 -3.353
C 3.974 -2.566 -2.782
C 3.936 -2.628 -1.253
C 5.305 -1.946 -3.228
O 2.918 -1.802 -3.332
Si 2.138 -0.440 -2.750
S 0.793 -0.868 -1.277
O 3.372 0.606 -2.338
C 3.428 2.028 -2.442
C 2.100 2.673 -2.043
C 4.536 2.492 -1.492
C 3.801 2.424 -3.877
O 1.526 0.235 -4.135
C 0.745 -0.319 -5.178
C -0.260 -1.348 -4.657
C -0.011 0.845 -5.821
C 1.678 -0.976 -6.203
H 4.627 -4.629 -2.987
H 3.868 -3.946 -4.444
H 2.862 -4.389 -3.054
H 4.709 -3.307 -0.883
H 2.955 -2.961 -0.917
H 4.101 -1.631 -0.844
H 6.155 -2.516 -2.840
H 5.347 -0.924 -2.852
H 5.355 -1.920 -4.319
H 1.773 2.289 -1.074
H 1.327 2.426 -2.769
H 2.198 3.759 -1.982
H 4.227 2.355 -0.456
H 4.759 3.547 -1.662
H 5.440 1.903 -1.667
H 3.048 2.036 -4.557
H 4.771 1.992 -4.141
H 3.854 3.511 -3.977
H -0.865 -0.893 -3.871
H 0.269 -2.197 -4.219
H -0.906 -1.696 -5.468
H -0.673 1.299 -5.082
H -0.600 0.496 -6.673
H 0.696 1.604 -6.162
H 2.256 -1.752 -5.703
H 2.370 -0.232 -6.606
H 1.107 -1.414 -7.026
```

Output
Charge = -2
Gap between HOMO and LUMO (spin up / spin down) = 5.3 / 5.4 eV
HOMO (spin up / spin down) = -1.3 / -1.3 eV
DFT total energy = -192408.619 eV
2S+1 = 5
LUMO level (spin up / spin down) = 4.058 / 4.056 eV
Relative energy (zero: lowest compared OMol25 entry of this formula, charge and spin) = 48.7 kJ/mol

Entry 3:
# C5H7N

One molecule with the formula C5H7N (wB97M-V/def2-TZVPD, OMol25).

Geometry as XYZ:
```
13
Properties=species:S:1:pos:R:3
C -0.200 -1.314 1.130
C 1.206 0.088 -0.154
C 2.059 1.071 -0.042
C -1.817 0.537 -1.340
N -0.033 -0.207 0.198
C -1.126 0.383 -0.242
H 0.717 -1.447 1.700
H -0.419 -2.236 0.587
H -1.027 -1.100 1.806
H 3.025 1.025 -0.519
H 1.861 1.977 0.524
H -2.682 1.174 -1.365
H -1.564 0.049 -2.284
```

Output
Gap between HOMO and LUMO (spin up / spin down) = 8.1 / 8.1 eV
HOMO (spin up / spin down) = -7.6 / -7.6 eV
DFT total energy = -6783.403 eV
LUMO level (spin up / spin down) = 0.487 / 0.482 eV
Relative energy (zero: lowest compared OMol25 entry of this formula, charge and spin) = 493.0 kJ/mol

Entry 4:
# C20H39ClCuGeN4O3SSi3

C20H39ClCuGeN4O3SSi3 as an isolated structure (wB97M-V/def2-TZVPD, OMol25).

Geometry as XYZ:
```
73
Properties=species:S:1:pos:R:3
Cu -0.492 -0.924 -1.036
N -4.264 0.925 -2.274
C -3.032 0.303 -2.210
S -2.904 -0.857 -0.929
N -2.201 0.664 -3.121
N -0.838 0.419 -3.110
C -0.144 0.770 -1.938
C 1.275 0.670 -1.739
C 1.818 1.580 -0.650
C 4.349 1.595 -1.110
C 4.346 0.315 -1.885
C 3.311 -0.387 -2.377
N 1.973 -0.186 -2.411
H -5.011 0.398 -1.848
H -4.470 1.327 -3.177
H -0.654 1.587 -1.432
H 1.045 2.333 -0.448
H 4.623 1.386 -0.067
H 5.338 -0.088 -2.065
H 3.564 -1.296 -2.920
C -1.256 -0.683 -5.204
C -0.285 0.079 -4.325
O 0.845 0.365 -4.665
H -0.797 -0.882 -6.169
H -2.177 -0.118 -5.328
H -1.495 -1.623 -4.708
C -1.754 3.437 0.351
Si -1.829 1.978 1.599
C -3.686 1.556 1.790
C -1.246 2.727 3.271
Ge -0.437 0.022 1.137
Si 1.923 0.580 0.995
C 3.037 2.360 -1.145
C 2.995 -0.996 1.008
C 2.621 1.758 2.342
Si -1.068 -1.672 2.764
C 0.098 -3.188 2.840
C -2.864 -2.250 2.437
C -1.038 -0.940 4.550
H -2.331 4.289 0.703
H -2.162 3.146 -0.612
H -0.734 3.778 0.194
H -4.311 2.442 1.873
H -3.853 0.943 2.669
H -4.020 0.990 0.926
H -1.866 3.555 3.601
H -0.228 3.091 3.191
H -1.265 1.973 4.048
H 2.848 2.673 -2.175
H 5.138 2.244 -1.514
H 3.151 3.265 -0.540
H 2.554 -1.721 0.333
H 2.994 -1.433 2.003
H 4.023 -0.838 0.700
H 2.113 2.716 2.316
H 3.684 1.943 2.216
H 2.475 1.327 3.326
H 0.465 -3.409 1.845
H -0.407 -4.074 3.218
H 0.957 -2.997 3.476
H -2.977 -2.516 1.391
H -3.571 -1.449 2.630
H -3.152 -3.106 3.041
H -0.100 -0.426 4.734
H -1.140 -1.715 5.304
H -1.844 -0.229 4.698
Cl 2.261 -4.883 -0.791
C 0.749 -4.528 -1.628
C 0.283 -3.090 -1.401
O -0.261 -2.528 -2.359
O 0.417 -2.567 -0.277
H -0.007 -5.211 -1.236
H 0.900 -4.696 -2.694
```

Output
Charge = -1
Gap between HOMO and LUMO (spin up / spin down) = 5.7 / 5.5 eV
HOMO (spin up / spin down) = -3.7 / -3.6 eV
DFT total energy = -181625.833 eV
LUMO level (spin up / spin down) = 1.945 / 1.855 eV
Relative energy (zero: lowest compared OMol25 entry of this formula, charge and spin) = 117.7 kJ/mol

Entry 5:
# C5H8O

One molecule with the formula C5H8O (wB97M-V/def2-TZVPD, OMol25).

Geometry as XYZ:
```
14
Properties=species:S:1:pos:R:3
C -0.654 -2.761 0.774
C -0.643 -1.466 0.393
C -0.164 -0.215 0.213
C 0.364 0.574 -0.946
C 0.489 2.040 -0.502
O 1.084 2.113 0.767
H -1.586 -0.943 0.710
H -1.600 -3.291 0.734
H 0.209 -3.210 1.251
H 1.384 0.158 -1.059
H -0.113 0.477 -1.934
H 1.118 2.613 -1.189
H -0.521 2.480 -0.505
H 0.632 1.429 1.294
```

Output
Gap between HOMO and LUMO = 8.0 eV
HOMO = -7.9 eV
DFT total energy = -7357.062 eV
LUMO level = 0.107 eV
Relative energy (zero: lowest compared OMol25 entry of this formula, charge and spin) = 501.1 kJ/mol

Entry 6:
# C2H4N4O

One molecule with the formula C2H4N4O (wB97M-V/def2-TZVPD, OMol25).

Geometry as XYZ:
```
11
Properties=species:S:1:pos:R:3
C -0.374 0.499 -0.292
C 0.805 -0.445 0.104
O 0.324 -1.536 0.685
N 1.741 -0.636 -0.934
N 2.801 -0.076 -0.824
N 2.926 0.587 0.494
N 1.957 0.445 1.154
H -0.880 -0.112 -0.953
H 0.046 1.514 -0.576
H -1.028 0.737 0.664
H 0.863 -2.282 0.603
```

Output
Gap between HOMO and LUMO = 8.9 eV
HOMO = -9.5 eV
DFT total energy = -10143.088 eV
SMILES string = CC1(O)N=NN=N1
LUMO level = -0.539 eV
Relative energy (zero: lowest compared OMol25 entry of this formula, charge and spin) = 390.4 kJ/mol